Record 1
135
Properties=species:S:1:pos:R:3 method="wB97M-V/def2-TZVPD" de_lowest_kcal_mol=0.0 spin_multiplicity=1 total_charge=-2
Sn 0.89 1.16 -0.14
C 5.39 -0.40 1.57
C 4.28 0.21 0.97
N 3.05 0.03 1.38
C 2.81 -0.77 2.45
C 3.86 -1.50 3.07
C 5.17 -1.28 2.59
C 3.58 -2.38 4.14
C 2.30 -2.44 4.63
C 1.26 -1.68 4.09
C 1.44 -0.82 2.98
N 0.56 0.04 2.47
C -0.70 0.22 2.94
C -1.61 -0.75 3.36
C -2.84 -0.42 3.95
C -3.21 0.88 4.15
C -2.38 1.92 3.67
C -2.69 3.29 3.80
C -1.89 4.24 3.23
C -0.77 3.81 2.50
N -0.41 2.56 2.41
C -1.16 1.60 3.00
H 6.39 -0.19 1.21
H 4.40 0.88 0.11
H 5.99 -1.82 3.05
H 4.38 -2.98 4.56
H 2.09 -3.09 5.47
H 0.29 -1.72 4.56
H -1.36 -1.80 3.20
H -3.50 -1.22 4.26
H -4.14 1.13 4.65
H -3.59 3.57 4.35
H -2.12 5.29 3.32
H -0.15 4.53 1.96
N -0.44 -0.52 -2.25
C -1.28 -0.14 -3.39
C -1.07 1.31 -3.81
C -1.69 2.31 -2.82
N -0.84 2.61 -1.67
H 0.35 -1.05 -2.58
H -0.96 -1.10 -1.60
H -2.33 -0.29 -3.14
H -1.07 -0.78 -4.26
H -1.53 1.46 -4.79
H 0.01 1.51 -3.88
H -2.62 1.89 -2.45
H -1.94 3.22 -3.37
H -1.43 2.83 -0.87
H -0.27 3.42 -1.87
C -1.04 -5.11 -2.49
C -0.03 -4.56 -3.27
C 0.90 -3.70 -2.70
C 0.84 -3.38 -1.34
C -0.20 -3.93 -0.58
C -1.12 -4.79 -1.15
P 1.94 -2.19 -0.46
C 3.27 -3.38 0.06
C 2.95 -4.65 0.54
C 3.94 -5.51 0.99
C 5.27 -5.12 0.97
C 5.60 -3.84 0.54
C 4.61 -2.98 0.10
C 2.77 -1.21 -1.78
C 3.62 -1.81 -2.72
C 4.27 -1.03 -3.66
C 4.10 0.35 -3.64
C 3.26 0.93 -2.70
C 2.56 0.19 -1.73
H -1.77 -5.77 -2.95
H 0.03 -4.79 -4.33
H 1.67 -3.26 -3.32
H -0.29 -3.63 0.46
H -1.93 -5.19 -0.55
H 1.92 -4.97 0.56
H 3.68 -6.50 1.35
H 6.05 -5.80 1.30
H 6.63 -3.52 0.54
H 4.88 -1.99 -0.24
H 3.78 -2.88 -2.72
H 4.93 -1.49 -4.39
H 4.62 0.97 -4.37
H 3.17 2.01 -2.69
C 4.88 4.20 2.83
C 3.73 3.44 3.02
C 2.81 3.25 2.00
C 3.01 3.80 0.73
C 4.18 4.58 0.55
C 5.09 4.77 1.58
N 2.13 3.55 -0.31
C 1.81 4.59 -1.14
C 1.61 4.39 -2.52
C 1.23 5.43 -3.37
C 1.03 6.71 -2.88
C 1.24 6.94 -1.52
C 1.62 5.92 -0.67
H 5.60 4.34 3.63
H 3.54 2.99 4.00
H 1.91 2.67 2.17
H 4.36 5.02 -0.42
H 5.98 5.36 1.40
H 1.80 3.40 -2.92
H 1.10 5.23 -4.42
H 0.73 7.52 -3.54
H 1.10 7.94 -1.12
H 1.76 6.12 0.38
O -3.40 2.66 0.13
C -3.48 1.44 0.16
N -4.69 0.78 0.36
C -4.57 -0.59 -0.05
C -3.00 -0.68 -0.10
O -2.44 -1.77 -0.27
N -2.46 0.53 -0.01
C -5.00 -0.83 -1.50
C -5.06 -2.13 -2.01
C -5.39 -2.36 -3.33
C -5.67 -1.30 -4.18
C -5.59 0.00 -3.70
C -5.26 0.23 -2.37
C -5.27 -1.56 0.89
C -6.63 -1.35 1.15
C -7.32 -2.18 2.02
C -6.66 -3.24 2.64
C -5.32 -3.46 2.37
C -4.63 -2.63 1.50
H -5.56 1.29 0.32
H -4.81 -2.96 -1.35
H -5.42 -3.38 -3.71
H -5.93 -1.48 -5.22
H -5.78 0.84 -4.35
H -5.18 1.25 -2.01
H -7.15 -0.53 0.67
H -8.37 -2.01 2.22
H -7.20 -3.89 3.32
H -4.80 -4.29 2.84
H -3.58 -2.79 1.28

=====

Record 2
138
Properties=species:S:1:pos:R:3 method="wB97M-V/def2-TZVPD" spin_multiplicity=1 total_charge=0
F 0.92 -0.35 2.71
C 0.90 0.10 1.44
C 1.70 -0.49 0.48
C 1.61 -0.14 -0.86
C 0.72 0.87 -1.20
C -0.09 1.46 -0.25
C 0.02 1.12 1.10
H 2.36 -1.31 0.75
H 2.20 -0.69 -1.58
H 0.76 1.24 -2.22
H -0.79 2.23 -0.54
H -0.60 1.62 1.83
F 5.36 -3.51 2.89
C 5.25 -2.44 3.70
C 4.86 -1.24 3.16
C 4.85 -0.10 3.96
C 5.13 -0.22 5.32
C 5.28 -1.48 5.89
C 5.40 -2.60 5.07
H 4.62 -1.12 2.11
H 4.59 0.84 3.49
H 5.12 0.72 5.85
H 5.39 -1.59 6.96
H 5.63 -3.56 5.51
F -1.02 -6.93 1.47
C -0.84 -5.68 1.02
C -1.67 -4.67 1.45
C -1.52 -3.35 1.00
C -0.47 -3.09 0.14
C 0.37 -4.11 -0.31
C 0.18 -5.42 0.10
H -2.49 -4.86 2.14
H -2.17 -2.56 1.35
H -0.22 -2.11 -0.24
H 1.25 -3.84 -0.88
H 0.84 -6.22 -0.22
F -1.53 -3.84 6.02
C -0.42 -3.14 6.25
C -0.08 -2.79 7.54
C 1.07 -2.01 7.74
C 1.84 -1.56 6.69
C 1.47 -1.88 5.38
C 0.36 -2.69 5.19
H -0.75 -2.91 8.38
H 1.35 -1.72 8.75
H 2.74 -0.99 6.85
H 2.18 -1.73 4.58
H 0.18 -3.05 4.18
F -2.02 -0.99 3.40
C -2.21 0.25 3.86
C -1.35 0.77 4.81
C -1.53 2.08 5.26
C -2.60 2.82 4.79
C -3.41 2.26 3.81
C -3.28 0.98 3.33
H -0.51 0.16 5.11
H -0.86 2.44 6.03
H -2.85 3.78 5.22
H -4.21 2.92 3.46
H -3.86 0.53 2.54
F 2.70 -4.19 -3.59
C 3.60 -4.23 -2.60
C 4.00 -3.04 -2.01
C 4.93 -3.08 -1.00
C 5.52 -4.30 -0.64
C 5.17 -5.45 -1.29
C 4.20 -5.44 -2.31
H 3.41 -2.16 -2.20
H 5.19 -2.21 -0.40
H 6.16 -4.31 0.23
H 5.61 -6.38 -0.98
H 3.82 -6.30 -2.84
F 2.07 -1.67 -3.92
C 1.84 -1.65 -5.25
C 1.14 -2.70 -5.78
C 0.82 -2.66 -7.14
C 1.22 -1.60 -7.94
C 1.97 -0.57 -7.38
C 2.24 -0.58 -6.02
H 0.74 -3.56 -5.26
H 0.30 -3.56 -7.45
H 1.09 -1.71 -9.01
H 2.31 0.18 -8.08
H 2.77 0.24 -5.53
F -1.20 3.70 -2.29
C -2.45 4.05 -2.64
C -2.93 5.35 -2.55
C -4.23 5.65 -2.91
C -5.10 4.61 -3.27
C -4.62 3.32 -3.37
C -3.28 3.06 -3.13
H -2.28 6.13 -2.16
H -4.54 6.68 -2.86
H -6.15 4.81 -3.40
H -5.23 2.49 -3.70
H -2.87 2.06 -3.25
F -3.86 -1.72 -6.46
C -3.19 -1.43 -5.33
C -2.19 -0.47 -5.34
C -1.57 -0.20 -4.13
C -1.96 -0.78 -2.95
C -3.03 -1.66 -2.96
C -3.65 -2.03 -4.17
H -1.78 -0.06 -6.26
H -0.67 0.41 -4.18
H -1.49 -0.44 -2.03
H -3.37 -2.07 -2.02
H -4.36 -2.84 -4.16
F -3.09 0.44 -0.21
C -4.08 1.36 -0.15
C -3.87 2.52 0.57
C -4.91 3.42 0.76
C -6.11 3.20 0.07
C -6.31 2.02 -0.61
C -5.31 1.06 -0.71
H -2.99 2.65 1.19
H -4.81 4.21 1.48
H -6.88 3.95 0.20
H -7.26 1.77 -1.07
H -5.48 0.17 -1.30
C 0.19 5.08 0.14
C 0.19 6.26 -0.71
N 0.18 7.19 -1.38
H -0.84 4.73 0.23
H 0.53 5.30 1.15
H 0.82 4.29 -0.28
C 1.66 5.14 -4.72
C 1.34 3.76 -4.44
N 1.09 2.66 -4.21
H 0.82 5.77 -4.43
H 1.93 5.34 -5.76
H 2.54 5.41 -4.14
C 1.36 3.08 3.76
C 2.44 3.04 2.74
N 3.27 3.06 1.95
H 1.66 3.83 4.50
H 1.50 2.12 4.26
H 0.41 3.25 3.26

=====

Record 3
147
Properties=species:S:1:pos:R:3 method="wB97M-V/def2-TZVPD" de_lowest_kcal_mol=0.0 spin_multiplicity=1 total_charge=+1
Ti 0.37 1.40 -0.61
O 3.53 -1.07 3.02
C 2.27 -1.28 3.41
C 2.06 -2.20 4.44
C 0.79 -2.44 4.92
C -0.32 -1.77 4.39
C -0.13 -0.88 3.35
C 1.16 -0.63 2.84
C 1.29 0.27 1.71
O 0.20 0.66 1.08
N 2.46 0.67 1.31
N 2.34 1.43 0.14
C 3.43 1.74 -0.46
C 3.47 2.29 -1.81
C 4.72 2.54 -2.39
C 4.82 2.95 -3.71
C 3.65 3.11 -4.46
C 2.41 2.86 -3.90
C 2.31 2.46 -2.58
O 1.11 2.22 -2.03
H 3.53 -0.37 2.33
H 2.92 -2.71 4.85
H 0.65 -3.15 5.72
H -1.31 -1.95 4.78
H -0.96 -0.36 2.90
H 4.37 1.49 0.03
H 5.61 2.41 -1.79
H 5.78 3.14 -4.15
H 3.72 3.44 -5.49
H 1.50 2.98 -4.47
C 3.17 -1.98 -7.45
C 2.99 -1.69 -5.99
C 4.06 -1.31 -5.19
C 3.89 -1.08 -3.83
C 2.63 -1.25 -3.28
C 1.53 -1.57 -4.06
C 1.72 -1.79 -5.41
S 2.50 -0.98 -1.55
O 1.08 -0.41 -1.36
C 2.57 -2.57 -0.76
C 3.71 -2.69 0.07
C 3.89 -3.82 0.81
C 2.93 -4.86 0.76
C 3.07 -6.02 1.56
C 2.14 -7.01 1.52
C 1.01 -6.89 0.67
C 0.85 -5.79 -0.12
C 1.81 -4.74 -0.09
C 1.64 -3.56 -0.88
C 0.49 -3.45 -1.80
C 0.56 -4.09 -3.08
C 1.74 -4.72 -3.55
C 1.78 -5.30 -4.79
C 0.63 -5.28 -5.62
C -0.51 -4.68 -5.20
C -0.58 -4.06 -3.92
C -1.76 -3.41 -3.47
C -1.80 -2.80 -2.25
C -0.65 -2.83 -1.40
S -0.70 -2.01 0.19
O -3.31 -0.41 -1.67
C -2.01 -2.87 1.01
C -3.29 -2.33 1.04
C -4.30 -3.00 1.73
C -4.05 -4.20 2.38
C -5.15 -4.91 3.13
C -2.76 -4.73 2.34
C -1.75 -4.07 1.67
H 4.22 -1.95 -7.74
H 2.63 -1.25 -8.07
H 2.78 -2.96 -7.70
H 5.04 -1.18 -5.63
H 4.73 -0.79 -3.21
H 0.54 -1.62 -3.63
H 0.87 -2.07 -6.03
H 4.43 -1.88 0.12
H 4.76 -3.92 1.45
H 3.93 -6.10 2.21
H 2.25 -7.89 2.13
H 0.27 -7.68 0.64
H -0.02 -5.70 -0.75
H 2.62 -4.74 -2.93
H 2.69 -5.77 -5.14
H 0.67 -5.76 -6.59
H -1.39 -4.65 -5.83
H -2.63 -3.40 -4.11
H -2.70 -2.31 -1.90
H -3.49 -1.40 0.53
H -5.30 -2.57 1.75
H -6.13 -4.53 2.86
H -5.02 -4.79 4.21
H -5.13 -5.98 2.93
H -2.55 -5.66 2.84
H -0.74 -4.48 1.66
C 0.92 4.90 -0.74
P 0.29 3.78 0.54
C -1.48 4.39 0.65
N -1.70 5.46 -0.06
C -2.97 5.94 -0.14
C -3.23 7.12 -0.87
C -4.51 7.58 -0.97
C -5.58 6.88 -0.34
C -5.35 5.74 0.37
C -4.02 5.25 0.48
N -3.78 4.13 1.20
C -2.55 3.71 1.33
P -2.20 2.22 2.38
C -3.35 1.03 1.60
C -3.05 2.60 4.00
C -4.57 2.65 3.96
C -2.60 1.47 4.93
C -2.51 3.93 4.52
C 1.18 4.38 2.08
C 0.51 5.67 2.56
C 1.17 3.34 3.20
C 2.64 4.67 1.71
H 0.82 5.94 -0.45
H 0.35 4.74 -1.65
H 1.97 4.66 -0.94
H -2.41 7.64 -1.34
H -4.73 8.48 -1.53
H -6.59 7.27 -0.43
H -6.14 5.19 0.86
H -2.95 0.68 0.65
H -3.46 0.16 2.26
H -4.33 1.48 1.43
H -5.00 1.66 3.76
H -4.95 3.34 3.20
H -4.94 2.98 4.93
H -3.03 0.51 4.64
H -2.94 1.68 5.95
H -1.51 1.36 4.95
H -2.83 4.77 3.90
H -1.42 3.94 4.58
H -2.90 4.11 5.53
H -0.50 5.49 2.94
H 0.43 6.42 1.77
H 1.11 6.10 3.37
H 0.19 2.91 3.37
H 1.51 3.81 4.12
H 1.85 2.52 2.97
H 2.74 5.55 1.07
H 3.12 3.83 1.22
H 3.20 4.87 2.63
F -1.37 1.82 -0.82
B -2.24 -0.05 -2.13
F -1.16 0.22 -2.80

=====

| no. | HOMO energy (eV) | orbital gap (eV) | calculated total energy (eV) |
| --- | --- | --- | --- |
| 1 | -1.36 | 5.37 | -100506.984 |
| 2 | -8.88 | 9.18 | -101042.397 |
| 3 | -10.19 | 6.94 | -155157.833 |